1.
This record from OMol25 describes a structure of composition C13H34N2O5 in a non-equilibrium geometry. The level of theory is the ωB97M-V functional and the def2-TZVPD basis.

Structure (XYZ):
```
54
C13H34N2O5, DFT the ωB97M-V functional and the def2-TZVPD basis
O -0.74093 1.54073 -3.76294
O 4.14980 -0.74157 0.19320
O 2.99517 -1.51040 -1.44386
O -1.82635 1.07792 1.36842
O 0.46590 -2.03381 1.18369
N -0.63212 -0.30127 0.47634
N 2.30741 -1.24595 -3.51493
C 2.09064 -1.56190 -2.22190
C -1.69402 0.13542 -2.13099
C -3.75415 2.34081 1.75843
C 0.72917 -2.18436 -1.79217
C -2.61653 1.57663 2.36386
C 2.67956 -0.35148 2.13590
C -0.09318 -1.04166 1.40561
C -3.26109 0.32959 3.15021
C 2.84736 -0.69853 0.62324
C 2.24825 0.43160 -0.26708
C 0.72449 0.93743 -2.15678
C -0.44655 0.49177 -2.90306
C -0.37832 -0.51453 2.82221
H -0.61867 -0.38130 -0.53040
H 1.58948 0.94119 -2.82001
H -3.31151 3.03433 1.04345
H -1.49993 -0.63688 -1.38668
H 2.53236 0.23040 -1.29999
H -0.01398 -2.03916 -2.57623
H -4.21313 -0.04111 2.77033
H -3.29857 0.47606 4.22967
H -2.49592 -0.44557 3.10863
H -0.25463 0.56563 2.89996
H 0.71215 -3.22610 -1.47186
H -2.54492 -0.18894 -2.73004
H 0.45098 -0.82545 3.45759
H -2.00380 2.16462 3.04719
H 1.63303 -0.63845 2.23849
H 4.16502 -1.44019 -0.46506
H -4.48058 1.82317 1.13197
H -0.14155 -0.36207 -3.50807
H -0.72079 2.36758 -3.27559
H -0.99228 0.61908 0.68453
H 0.37905 -1.43244 -1.08497
H -4.19234 2.96081 2.54053
H 2.88834 0.71478 2.22314
H -1.32924 -0.93098 3.15451
H 3.28989 -1.03756 -3.62179
H 1.11457 0.18814 -1.46794
H 2.68013 1.39957 -0.01287
H 1.17913 0.31397 -0.09033
H -2.47271 0.50232 0.95310
H 1.74312 -1.65099 -4.24816
H 0.57432 1.95802 -1.80469
H -1.95544 0.83718 -1.33898
H 3.48178 -0.88647 2.64415
H 2.33202 -1.60951 0.31886
```

=====

2.
This record from OMol25 describes a structure of composition C13H34N4O5 in a non-equilibrium geometry. The level of theory is the ωB97M-V functional and the def2-TZVPD basis.

Structure (XYZ):
```
56
C13H34N4O5, DFT the ωB97M-V functional and the def2-TZVPD basis
O 1.78275 0.43502 0.26152
O -0.07856 4.27845 1.02921
O 0.70980 -2.42916 -3.73934
O -3.18633 -0.51876 -0.73870
O 2.60392 -2.98927 2.15584
N 0.47388 1.42631 1.59276
N 0.94098 -3.36148 -0.13598
N -0.17271 1.23166 -0.47514
N -2.05961 2.01033 0.61557
C -2.71032 -0.30914 0.58578
C 2.01606 -1.80829 1.50546
C -3.12137 1.07629 1.10912
C 3.70641 -2.64878 2.92748
C -2.40198 3.39356 0.89647
C 0.70190 0.93435 0.44227
C 0.28829 -2.53544 -2.29130
C 0.93005 5.07906 0.35943
C 1.51810 -2.97442 -1.41767
C 1.87759 -1.63594 -4.01759
C -3.02947 -1.77316 -1.39883
C -1.28437 4.29340 0.17797
C 0.69021 -2.28161 0.83021
H -3.23358 -0.94516 1.29976
H -3.32180 3.53627 0.32931
H 2.08182 -3.83100 -1.78726
H 1.86421 5.07203 0.92102
H 2.76858 -1.95210 -3.47513
H 1.25581 4.79248 -0.64050
H -4.07913 1.21104 0.60649
H -0.23264 -1.65714 -1.91009
H 2.24671 -1.54353 -5.03902
H -3.65492 -1.90512 -2.28172
H -1.98137 -2.03561 -1.54274
H 2.24143 -2.17449 -1.25959
H 4.04882 -3.54749 3.44048
H -0.03402 -2.67639 1.54277
H 4.45802 -2.12100 2.34042
H 0.55253 6.09938 0.42682
H -0.18827 0.91625 -1.43450
H 0.31692 -1.43873 0.24856
H -1.55339 5.33810 0.02196
H -0.43116 -3.34026 -2.14042
H -2.08456 2.01002 -0.39412
H -0.98650 1.63261 -0.03120
H -0.41385 1.73281 1.96437
H -2.55326 3.69615 1.93265
H -3.23112 0.98333 2.18959
H 3.31277 -1.99087 3.70226
H -1.63145 -0.46116 0.61790
H 1.63669 -3.98066 0.25479
H 2.69616 -1.36172 0.78010
H -3.49063 -2.44849 -0.67816
H -1.12309 3.84267 -0.80128
H 1.73748 -0.89996 2.03971
H 1.21098 1.17071 2.23421
H 1.60050 -0.61572 -3.75213
```

=====

3.
67
Properties=species:S:1:pos:R:3 method="wB97M-V/def2-TZVPD" charge=+1
S -0.03623 0.91353 3.31072
P 1.79888 -0.16534 3.11752
O -3.45955 -4.47997 -1.39252
O 1.04000 -1.52509 -1.95753
O -1.08201 -5.00519 -4.12675
O 5.27025 -1.47099 1.84526
O -1.34082 7.98906 -0.40647
O -2.15272 1.88342 -1.69469
O -3.61505 -3.90553 0.68574
O 2.47386 -0.75755 -3.38130
O 6.67530 0.09434 2.32744
O -1.96081 -6.12723 -5.75287
O -3.45391 3.15489 -0.53567
O -1.60558 7.01345 1.50645
N 6.29616 -0.83414 1.64989
N -3.11494 -4.53225 -0.22989
N 1.48789 -0.65532 -2.68476
N -1.94544 -5.20841 -4.96124
N -3.23387 2.16807 -1.21469
N -1.53748 7.01687 0.28948
C -1.77403 3.47152 3.24399
C 3.42962 1.75430 2.09093
C -0.40696 1.93479 1.86114
C 7.14797 -1.22506 0.49056
C -1.71395 5.69950 -0.38341
C 0.74956 0.64147 -2.71655
C 0.23728 -2.01656 1.67435
C -3.07529 -4.23753 -5.00018
C 1.25100 -1.88762 2.84532
C 2.74660 0.45205 1.67988
C -1.49071 2.92465 2.11694
C -1.97691 -5.44164 0.08653
C -4.37983 1.24780 -1.46316
H 0.47897 2.42771 1.49366
H -2.05864 3.21773 1.26110
H 0.72383 -2.16412 3.74545
H -3.76516 -4.53450 -5.78097
H -2.69534 5.32899 -0.11803
H 7.22018 -0.36244 -0.16483
H 3.97443 1.63453 3.01299
H 0.42683 -1.20731 0.98264
H -4.03310 0.42356 -2.07427
H 8.12364 -1.49635 0.88172
H 4.14864 2.06450 1.35249
H 2.16721 0.61290 0.77768
H -1.62928 5.84040 -1.45459
H -2.26491 -6.44638 -0.20648
H 2.69502 2.53621 2.23452
H 3.51032 -0.29209 1.48790
H -2.44808 4.29740 3.28474
H 6.68165 -2.06274 -0.01377
H -3.55342 -4.26186 -4.02492
H -0.77182 -1.88105 2.03796
H 0.74806 1.04168 -1.70698
H 1.25722 1.31093 -3.40055
H -0.26251 0.43478 -3.05074
H -1.77896 -5.38874 1.15058
H -0.75518 1.25183 1.10271
H 0.21217 1.75712 4.32507
H -4.73303 0.89950 -0.49709
H -1.12160 -5.10112 -0.49058
H -1.38710 3.16274 4.19168
H -0.93475 5.03983 -0.01491
H 2.09269 -2.55621 2.75077
H -5.14986 1.81840 -1.97355
H 0.28748 -2.97222 1.18185
H -2.65389 -3.25791 -5.20368

=====

4.
This record from OMol25 describes a structure of composition C13H34O12S5. The level of theory is the ωB97M-V functional and the def2-TZVPD basis.

Structure (XYZ):
```
64
C13H34O12S5, DFT the ωB97M-V functional and the def2-TZVPD basis
S -3.99043 1.26286 2.52825
S 1.88284 0.28062 -3.82534
S 0.62943 2.65608 0.28497
S -2.73160 -4.84240 1.67097
S -0.41126 -4.17567 0.24206
O -0.11213 -2.69542 -0.25875
O -2.05457 -3.87788 0.46400
O 0.63784 3.40210 1.68493
O 0.62585 3.61559 -0.77813
O 1.65748 1.65614 0.29707
O 2.19490 -0.61049 -5.10245
O -3.87265 2.06883 1.35119
O -2.82968 0.58918 3.02645
O -5.16393 0.23297 2.29990
O -0.29388 -5.05750 -0.88813
O 1.83336 -0.55443 -2.66485
O 2.76268 1.40806 -3.83222
C 1.91281 3.90727 2.15507
C -4.72439 2.19946 3.81790
C 2.35484 5.16441 1.43890
C 0.16546 -1.14889 1.58693
C 0.25795 0.76192 -4.27627
C 0.88242 -1.89571 0.48415
C -0.94807 1.91332 0.41444
C 3.57413 -0.99525 -5.32222
C -4.03329 -1.56322 1.00183
C 4.03744 -2.09810 -4.39534
C 2.06942 -2.71075 0.96990
C 3.27287 -1.79918 1.21887
C -5.13589 -0.53056 1.05258
H 4.07584 -1.76200 -3.36096
H 1.24089 -1.20298 -0.27534
H 3.43102 -1.12628 0.37668
H -0.25242 -1.84884 2.31443
H 3.15480 -1.21177 2.12739
H -0.33724 -0.13384 -4.43211
H -1.12082 1.40989 -0.53570
H 5.03643 -2.41657 -4.69523
H 1.73637 4.09690 3.21174
H -0.67117 -0.58949 1.17510
H -3.05120 -1.09499 0.98392
H 3.36382 -2.95305 -4.44924
H -6.12243 -0.98596 1.01784
H -5.06479 0.17870 0.22785
H -0.12108 1.34145 -3.43856
H 4.17721 -2.39546 1.33389
H 1.57659 5.92596 1.48515
H -4.97930 1.52714 4.63261
H -5.60342 2.70341 3.42733
H 4.19866 -0.10478 -5.24181
H -0.93895 1.19861 1.23140
H -3.97475 2.91977 4.13826
H 1.82394 -3.23064 1.89798
H 3.25378 5.54919 1.92168
H -4.07665 -2.21861 1.87005
H 2.33356 -3.45701 0.21914
H -1.67219 -4.86662 2.49381
H 2.65223 3.10999 2.07137
H 3.58399 -1.32375 -6.35924
H -4.13162 -2.16575 0.10024
H 0.83716 -0.46042 2.09528
H 0.30789 1.37122 -5.17368
H -1.69513 2.68153 0.57041
H 2.57896 4.97162 0.39166
```

=====

Quick rundown of lowest unoccupied orbital energy, same order as above: 0.4608; 0.5681; -2.9820; 0.3446 eV
Quick rundown of Kohn-Sham gap, same order as above: 8.4; 8.8; 9.5; 9.6 eV
Quick rundown of HOMO energy, same order as above: -7.90; -8.20; -12.51; -9.24 eV